Density functional theory data (ωB97M-V/def2-TZVPD) for C34H33MnN8O2S as an isolated structure.

CARTESIAN COORDINATES (ANGSTROEM)
Mn  -0.24  -0.26  0.59
C  2.71  -0.03  1.81
O  1.69  0.54  0.94
C  2.08  1.61  0.15
C  3.38  1.76  -0.28
C  3.72  2.83  -1.10
C  2.78  3.78  -1.49
C  1.50  3.68  -1.01
C  1.11  2.60  -0.18
N  -0.10  2.73  0.43
N  -0.57  1.71  1.04
C  -1.42  1.91  2.10
C  -1.47  0.68  2.89
O  -0.85  -0.34  2.45
C  -2.15  0.65  4.14
C  -2.76  1.78  4.56
C  -2.75  3.00  3.80
C  -3.42  4.11  4.30
C  -3.44  5.31  3.59
C  -2.79  5.40  2.37
C  -2.10  4.32  1.85
C  -2.06  3.09  2.55
H  3.24  -0.82  1.27
H  2.19  -0.43  2.67
H  3.39  0.76  2.12
H  4.14  1.04  -0.01
H  4.75  2.92  -1.44
H  3.07  4.61  -2.12
H  0.75  4.43  -1.22
H  -2.15  -0.27  4.71
H  -3.28  1.79  5.51
H  -3.93  4.04  5.26
H  -3.96  6.17  4.00
H  -2.80  6.33  1.82
H  -1.59  4.42  0.91
N  -1.13  0.93  -3.19
C  0.20  0.77  -3.55
C  0.85  0.98  -4.77
C  2.18  0.60  -4.81
C  2.83  0.03  -3.70
C  2.18  -0.16  -2.50
C  0.85  0.25  -2.43
N  -0.09  0.13  -1.40
C  -1.26  0.51  -1.92
C  -2.46  0.25  -1.14
C  -3.78  0.36  -1.41
S  -4.69  -0.31  -0.13
C  -3.27  -0.72  0.69
N  -2.17  -0.37  0.06
H  -1.88  1.23  -3.79
H  0.35  1.39  -5.63
H  2.73  0.73  -5.73
H  3.86  -0.28  -3.81
H  2.67  -0.63  -1.66
H  -4.27  0.77  -2.28
H  -3.27  -1.22  1.65
C  0.59  -4.76  -2.58
C  -0.41  -3.63  -2.73
N  -0.39  -2.80  -1.53
C  0.18  -3.10  -0.35
N  0.25  -2.14  0.61
C  0.57  -2.66  1.96
C  1.72  -3.65  1.89
C  1.28  -4.82  1.06
N  0.62  -4.35  -0.17
C  0.40  -5.37  -1.20
H  1.61  -4.40  -2.69
H  0.42  -5.51  -3.35
H  -1.42  -4.03  -2.87
H  -0.17  -3.00  -3.58
H  -0.69  -1.85  -1.61
H  -0.31  -3.14  2.39
H  0.82  -1.84  2.62
H  1.99  -3.99  2.89
H  2.60  -3.17  1.45
H  0.57  -5.45  1.61
H  2.12  -5.45  0.77
H  -0.59  -5.80  -1.09
H  1.13  -6.16  -1.03

Values from the calculation:
- Frontier orbital gap (alpha / beta): 6.61 / 5.86 eV
- Charge: +3
- Electronic energy: -3452.30909 Eh
- 2S+1: 4
- ⟨S²⟩: 3.879

Here are the Mulliken charges for atoms 1 to 5, given in e: number 1, Mn, carries -0.16; number 2, C, carries -1.27; number 3, O, carries -0.14; number 4, C, carries 1.19; number 5, C, carries -0.39